Formula: C27H29N3OPPtS
Source: OMol25
Level of theory: the ωB97M-V functional and the def2-TZVPD basis

Calculated values
charge	+1
HOMO-LUMO gap (alpha / beta)	5.9 / 7.5	eV
lowest unoccupied orbital energy (alpha / beta)	-2.3803 / -3.8310	eV
energy above the lowest of the compared OMol25 structures with the same formula, charge and spin	1.081	eV
M	669.67	g mol⁻¹
multiplicity	3

Each line ends with the Löwdin charge.
Atoms and positions in Å:
1 Pt 0.12 0.18 0.01  0.81
2 O -1.59 -1.19 0.87  -0.03
3 C -0.65 -1.69 0.22  -0.46
4 C -0.08 -2.86 -0.24  -0.25
5 C -0.63 -4.16 -0.06  -0.02
6 C 0.04 -5.25 -0.55  -0.07
7 C 1.26 -5.13 -1.24  -0.07
8 C 1.81 -3.87 -1.43  -0.12
9 C 1.16 -2.74 -0.94  -0.35
10 P 1.72 -1.05 -1.08  0.99
11 C 1.90 -0.63 -2.83  -0.31
12 C 1.58 -1.57 -3.81  -0.07
13 C 1.73 -1.24 -5.16  -0.06
14 C 2.19 0.01 -5.53  -0.07
15 C 2.48 0.96 -4.56  -0.07
16 C 2.33 0.64 -3.22  -0.10
17 C 3.36 -0.92 -0.31  -0.31
18 C 3.93 -2.02 0.34  -0.07
19 C 5.18 -1.91 0.93  -0.06
20 C 5.87 -0.71 0.88  -0.07
21 C 5.30 0.40 0.27  -0.07
22 C 4.05 0.29 -0.32  -0.10
23 H -1.56 -4.27 0.47  0.12
24 H -0.38 -6.24 -0.41  0.11
25 H 1.76 -6.00 -1.62  0.10
26 H 2.75 -3.76 -1.96  0.12
27 H 1.20 -2.54 -3.54  0.10
28 H 1.48 -1.98 -5.91  0.11
29 H 2.31 0.25 -6.58  0.11
30 H 2.82 1.94 -4.84  0.11
31 H 2.53 1.39 -2.47  0.06
32 H 3.39 -2.95 0.39  0.10
33 H 5.61 -2.77 1.42  0.11
34 H 6.85 -0.63 1.33  0.11
35 H 5.83 1.34 0.24  0.11
36 H 3.61 1.16 -0.78  0.06
37 C 1.42 4.85 -2.11  -0.02
38 C 2.04 4.33 -0.80  -0.57
39 C 3.57 4.19 -0.93  -0.03
40 C 1.68 5.25 0.38  -0.02
41 C 1.48 3.01 -0.51  -0.12
42 N 1.05 1.98 -0.28  -0.04
43 H 1.85 5.83 -2.34  0.10
44 H 0.34 4.96 -2.01  0.10
45 H 1.63 4.17 -2.93  0.09
46 H 4.01 5.17 -1.07  0.10
47 H 3.83 3.57 -1.79  0.09
48 H 3.99 3.74 -0.03  0.09
49 H 2.09 6.25 0.20  0.10
50 H 2.10 4.87 1.31  0.10
51 H 0.60 5.33 0.49  0.09
52 S -1.49 2.16 0.92  0.61
53 C -2.92 1.97 1.81  -0.82
54 N -3.01 1.69 3.11  0.04
55 C -4.39 1.71 3.61  -0.11
56 C -5.20 2.01 2.33  -0.11
57 N -4.15 2.12 1.31  0.04
58 H -2.20 1.59 3.70  0.15
59 H -4.52 2.48 4.37  0.12
60 H -4.65 0.75 4.04  0.12
61 H -5.76 2.94 2.40  0.12
62 H -5.89 1.20 2.08  0.12
63 H -4.30 2.36 0.35  0.14


Formula: C13H21ClO5Si
Source: OMol25
Level of theory: the ωB97M-V functional and the def2-TZVPD basis

Calculated values
charge	0
HOMO-LUMO gap	8.2	eV
lowest unoccupied orbital energy	-1.3738	eV
SMILES	O=C1C=C(O)C(=O)C=C1O.CCOCC[SiH2]CCCCl
energy above the lowest of the compared OMol25 structures with the same formula, charge and spin	0.178	eV
M	320.84	g mol⁻¹

Each line ends with the Löwdin charge.
Atoms and positions in Å:
1 C 7.45 0.66 1.42  -0.07
2 C 6.35 0.75 0.38  -0.28
3 O 5.76 2.04 0.40  -0.15
4 C 4.35 2.06 0.32  -0.30
5 C 3.84 2.02 -1.12  -0.28
6 Si 2.22 1.06 -1.36  0.67
7 C 0.69 2.14 -1.09  -0.33
8 C 0.11 2.04 0.34  -0.34
9 C -0.76 0.81 0.52  -0.59
10 Cl -2.50 1.24 0.60  0.57
11 H 7.11 0.12 2.29  0.07
12 H 7.80 1.64 1.71  0.08
13 H 8.29 0.09 1.03  0.07
14 H 6.78 0.58 -0.61  0.11
15 H 5.62 -0.03 0.58  0.11
16 H 3.91 1.27 0.93  0.10
17 H 4.03 3.00 0.76  0.12
18 H 4.59 1.57 -1.76  0.07
19 H 3.65 3.03 -1.48  0.07
20 H 2.18 0.59 -2.77  -0.04
21 H 2.17 -0.15 -0.51  -0.02
22 H 0.89 3.18 -1.31  0.07
23 H -0.07 1.78 -1.77  0.06
24 H -0.52 2.91 0.51  0.08
25 H 0.89 2.07 1.10  0.09
26 H -0.52 0.24 1.40  0.07
27 H -0.69 0.13 -0.32  0.06
28 C -6.72 -3.87 -0.20  0.07
29 C -6.50 -3.08 -1.25  -0.24
30 C -5.73 -1.79 -1.14  -0.31
31 O -5.56 -1.14 -2.15  0.11
32 C -5.23 -1.40 0.17  0.07
33 C -5.45 -2.19 1.23  -0.24
34 C -6.21 -3.48 1.11  -0.32
35 O -6.36 -4.15 2.12  0.11
36 O -5.03 -1.90 2.45  0.11
37 O -6.93 -3.36 -2.48  0.11
38 H -7.27 -4.79 -0.27  0.13
39 H -4.69 -0.47 0.24  0.08
40 H -5.33 -2.63 3.02  0.12
41 H -6.63 -2.63 -3.05  0.12


Formula: C2H6Cl2P
Source: OMol25
Level of theory: the ωB97M-V functional and the def2-TZVPD basis

Calculated values
charge	+1
HOMO-LUMO gap	11.6	eV
lowest unoccupied orbital energy	-4.7450	eV
energy above the lowest of the compared OMol25 structures with the same formula, charge and spin	1.348	eV
M	131.95	g mol⁻¹

Each line ends with the Löwdin charge.
Atoms and positions in Å:
1 C 1.75 0.26 -0.29  -0.02
2 C -1.35 -0.87 -0.12  -0.27
3 P -0.27 0.41 0.46  0.21
4 Cl -1.12 2.05 -0.27  0.42
5 Cl -0.35 0.60 2.49  0.37
6 H 2.02 -0.75 -0.58  0.06
7 H 2.26 0.72 0.50  0.02
8 H 1.74 0.86 -1.16  0.02
9 H -1.03 -1.78 0.10  0.01
10 H -1.21 -0.76 -1.21  0.08
11 H -2.43 -0.77 0.10  0.10


Formula: C11H18
Source: OMol25
Level of theory: the ωB97M-V functional and the def2-TZVPD basis

Calculated values
charge	0
HOMO-LUMO gap	9.9	eV
lowest unoccupied orbital energy	1.0079	eV
SMILES	Cc1ccccc1.CC(C)C
energy above the lowest of the compared OMol25 structures with the same formula, charge and spin	2.440	eV
M	150.27	g mol⁻¹

Each line ends with the Löwdin charge.
Atoms and positions in Å:
1 C 0.14 -2.97 -0.75  -0.10
2 C -1.52 -2.29 0.82  -0.03
3 C -0.98 -2.11 -0.49  -0.34
4 C -2.40 -1.29 1.41  -0.08
5 C -2.73 -0.14 0.67  -0.12
6 C -1.39 -0.96 -1.19  -0.06
7 C -2.11 0.06 -0.56  -0.14
8 H -1.21 -3.05 1.62  0.13
9 H -2.80 -1.35 2.34  0.06
10 H -0.04 -4.08 -0.52  0.11
11 H 0.97 -2.57 -0.09  0.11
12 H -3.36 0.59 1.29  0.13
13 H -1.37 -0.81 -2.31  0.13
14 H -2.43 0.96 -1.14  0.12
15 H 0.39 -2.90 -1.85  0.09
16 C 1.61 1.29 0.04  -0.45
17 C 2.66 2.36 0.53  -0.11
18 C 0.47 1.21 1.01  -0.09
19 C 1.27 1.48 -1.48  -0.05
20 H 2.19 0.35 0.16  0.12
21 H 2.01 3.25 0.83  0.08
22 H -0.27 1.84 0.77  0.02
23 H -0.02 0.24 0.96  0.05
24 H 0.84 1.45 2.03  0.10
25 H 0.25 1.84 -1.46  0.07
26 H 1.94 2.16 -1.86  0.03
27 H 1.31 0.58 -2.05  0.06
28 H 3.34 2.68 -0.30  0.07
29 H 3.25 2.14 1.55  0.11


Formula: C16H37N6O7
Source: OMol25
Level of theory: the ωB97M-V functional and the def2-TZVPD basis

Calculated values
charge	+1
HOMO-LUMO gap	7.1	eV
lowest unoccupied orbital energy	-4.0535	eV
M	425.51	g mol⁻¹

Each line ends with the Löwdin charge.
Atoms and positions in Å:
1 O -1.43 0.79 0.47  0.11
2 N -1.20 1.16 1.56  0.02
3 O -0.73 2.47 1.55  -0.07
4 C 0.71 2.53 1.43  -0.30
5 C 1.03 2.94 -0.04  -0.03
6 N 1.13 1.78 -0.96  0.09
7 C 1.80 0.58 -0.35  -0.05
8 C 2.41 0.93 1.04  -0.12
9 O 1.31 1.34 1.87  -0.11
10 H 1.04 3.33 2.11  0.18
11 H 1.95 3.55 -0.05  0.15
12 H 0.21 3.59 -0.36  0.15
13 H 1.64 2.10 -1.79  0.18
14 H 0.22 1.47 -1.30  0.15
15 H 2.54 0.19 -1.06  0.15
16 H 1.04 -0.20 -0.15  0.14
17 H 3.21 1.68 0.92  0.15
18 H 2.88 0.05 1.51  0.15
19 C -1.89 1.93 6.47  -0.35
20 O -2.11 1.89 7.66  0.03
21 N -2.80 2.21 5.52  -0.20
22 C -2.46 2.24 4.11  -0.08
23 C -4.18 2.47 5.92  -0.04
24 H -0.88 1.75 6.06  0.11
25 H -2.67 3.24 3.71  0.09
26 H -3.05 1.50 3.57  0.09
27 H -1.40 2.03 3.98  0.06
28 H -4.20 3.33 6.59  0.10
29 H -4.57 1.61 6.45  0.10
30 H -4.79 2.67 5.04  0.09
31 C 3.12 0.88 4.16  -0.36
32 O 4.22 1.17 3.74  0.01
33 N 2.87 0.07 5.21  -0.19
34 C 1.51 -0.23 5.64  -0.05
35 C 3.99 -0.52 5.92  -0.03
36 H 2.21 1.28 3.69  0.11
37 H 1.38 0.10 6.67  0.10
38 H 1.34 -1.30 5.58  0.09
39 H 0.79 0.29 5.01  0.07
40 H 4.62 0.27 6.32  0.10
41 H 4.58 -1.12 5.23  0.09
42 H 3.63 -1.14 6.73  0.09
43 C -0.65 0.41 -4.38  -0.35
44 O 0.48 0.46 -3.91  -0.02
45 N -1.52 -0.59 -4.18  -0.19
46 C -2.85 -0.58 -4.78  -0.04
47 C -1.13 -1.72 -3.35  -0.03
48 H -1.04 1.21 -5.02  0.14
49 H -3.60 -0.61 -3.99  0.10
50 H -2.96 -1.45 -5.42  0.08
51 H -2.99 0.33 -5.37  0.09
52 H -0.88 -1.36 -2.35  0.08
53 H -0.24 -2.19 -3.77  0.08
54 H -1.93 -2.44 -3.29  0.10
55 C 1.00 -4.28 -6.02  -0.34
56 O 0.72 -4.25 -4.84  0.00
57 N 0.13 -4.06 -7.03  -0.20
58 C 0.54 -4.11 -8.42  -0.05
59 C -1.25 -3.77 -6.71  -0.04
60 H 2.02 -4.49 -6.37  0.13
61 H 0.35 -3.14 -8.89  0.09
62 H -0.03 -4.88 -8.94  0.09
63 H 1.60 -4.34 -8.50  0.09
64 H -1.30 -2.87 -6.09  0.06
65 H -1.68 -4.60 -6.14  0.10
66 H -1.83 -3.61 -7.62  0.09


Formula: C8H11F3N3O
Source: OMol25
Level of theory: the ωB97M-V functional and the def2-TZVPD basis

Calculated values
charge	+1
HOMO-LUMO gap	8.5	eV
lowest unoccupied orbital energy	-3.8756	eV
SMILES	C=Cc1cn(N)c(C[C@H](O)C(F)(F)F)[nH+]1
M	222.19	g mol⁻¹

Each line ends with the Löwdin charge.
Atoms and positions in Å:
1 C 2.19 2.62 2.37  0.03
2 C 2.51 2.24 1.03  -0.11
3 C 1.79 0.99 0.35  -0.10
4 C 2.28 -0.46 0.17  0.08
5 N 1.22 -1.14 -0.56  -0.13
6 N 1.31 -2.49 -0.94  0.10
7 C 0.10 -0.25 -0.86  -0.09
8 C -1.16 -0.75 -1.69  -0.01
9 C -2.53 -0.89 -0.86  -0.22
10 O -3.52 0.00 -1.44  -0.02
11 C -2.44 -0.51 0.69  -0.33
12 F -1.58 -1.34 1.46  0.08
13 F -3.75 -0.72 1.24  0.07
14 F -2.19 0.89 0.91  0.06
15 N 0.48 1.02 -0.30  0.13
16 H 1.13 2.96 2.66  0.09
17 H 2.97 2.63 3.21  0.09
18 H 3.32 2.86 0.47  0.12
19 H 3.27 -0.90 0.50  0.14
20 H 0.67 -2.99 -0.29  0.12
21 H 2.26 -2.82 -0.65  0.12
22 H -1.35 0.03 -2.52  0.15
23 H -0.86 -1.76 -2.16  0.14
24 H -2.90 -1.98 -1.00  0.19
25 H -3.13 0.90 -1.44  0.11
26 H -0.10 1.88 -0.34  0.17


Formula: C11H33I2N5O3PSrTe
Source: OMol25
Level of theory: the ωB97M-V functional and the def2-TZVPD basis

Calculated values
charge	+1
HOMO-LUMO gap	6.8	eV
lowest unoccupied orbital energy	-2.8583	eV
energy above the lowest of the compared OMol25 structures with the same formula, charge and spin	1.040	eV
M	783.42	g mol⁻¹

Each line ends with the Löwdin charge.
Atoms and positions in Å:
1 Sr 8.42 9.12 9.00  1.11
2 N 7.61 7.50 10.69  -0.12
3 C 8.51 6.34 10.64  -0.23
4 C 8.96 5.96 9.21  -0.21
5 N 9.75 6.98 8.50  -0.19
6 C 11.20 7.22 8.81  -0.18
7 C 11.47 8.49 9.62  -0.27
8 N 10.93 9.72 9.00  -0.11
9 H 7.66 7.97 11.59  0.05
10 H 6.64 7.25 10.52  0.09
11 H 8.05 5.46 11.09  0.12
12 H 9.42 6.58 11.21  0.12
13 H 8.07 5.85 8.55  0.11
14 H 9.50 4.99 9.25  0.13
15 H 9.70 6.78 7.50  0.09
16 H 11.69 7.34 7.83  0.11
17 H 11.66 6.36 9.30  0.12
18 H 12.55 8.53 9.78  0.12
19 H 11.01 8.40 10.61  0.09
20 H 11.49 10.02 8.22  0.04
21 H 10.90 10.48 9.69  0.00
22 I 10.79 9.75 5.05  0.76
23 C 9.46 11.38 4.86  -1.15
24 I 8.36 11.87 6.61  0.92
25 H 8.78 11.12 4.09  -0.05
26 H 10.08 12.25 4.60  -0.02
27 N 7.39 8.03 6.70  -0.08
28 C 5.94 7.73 6.73  -0.24
29 C 5.27 9.02 7.16  -0.25
30 N 5.65 9.42 8.53  -0.04
31 H 7.60 8.74 6.01  0.03
32 H 7.88 7.21 6.34  0.07
33 H 5.81 6.90 7.45  0.12
34 H 5.61 7.42 5.73  0.12
35 H 4.21 8.98 7.04  0.11
36 H 5.62 9.82 6.49  0.10
37 H 4.85 9.37 9.16  0.09
38 H 5.93 10.40 8.59  0.02
39 C 5.12 13.89 11.21  -0.08
40 C 6.36 14.64 10.75  -0.24
41 O 7.51 13.89 11.24  -0.29
42 P 8.20 12.60 10.57  0.05
43 O 7.34 11.81 9.66  -0.54
44 Te 9.20 11.04 12.07  0.42
45 O 9.37 13.29 9.67  -0.37
46 C 10.60 13.92 9.94  -0.28
47 C 11.24 14.17 8.55  -0.07
48 H 4.19 14.40 10.93  0.08
49 H 5.16 13.72 12.29  0.09
50 H 5.14 12.93 10.70  0.06
51 H 6.47 15.64 11.20  0.13
52 H 6.39 14.73 9.66  0.11
53 H 11.19 13.25 10.57  0.09
54 H 10.45 14.87 10.48  0.12
55 H 11.27 13.22 8.02  0.05
56 H 12.25 14.59 8.57  0.08
57 H 10.61 14.85 7.98  0.07


Formula: CH4BrN2O
Source: OMol25
Level of theory: the ωB97M-V functional and the def2-TZVPD basis

Calculated values
charge	+1
HOMO-LUMO gap (alpha / beta)	9.2 / 6.6	eV
lowest unoccupied orbital energy (alpha / beta)	-6.3235 / -7.7646	eV
energy above the lowest of the compared OMol25 structures with the same formula, charge and spin	3.447	eV
M	139.96	g mol⁻¹

Each line ends with the Löwdin charge.
Atoms and positions in Å:
1 C 0.21 0.37 -0.35  -0.05
2 N 0.38 1.62 -0.03  0.21
3 N 0.67 -0.81 -0.04  -0.02
4 O 0.09 -1.96 -0.07  0.02
5 Br -2.95 -0.55 0.17  0.27
6 H 0.53 1.97 0.91  0.15
7 H 0.48 2.22 -0.80  0.13
8 H 1.51 -0.90 0.52  0.20
9 H -0.93 -1.96 -0.31  0.09


Formula: C39H66B2N18O6P2S
Source: OMol25
Level of theory: the ωB97M-V functional and the def2-TZVPD basis

Calculated values
charge	0
HOMO-LUMO gap	8.5	eV
lowest unoccupied orbital energy	0.0675	eV
M	998.72	g mol⁻¹

Each line ends with the Löwdin charge.
Atoms and positions in Å:
1 C 0.41 2.88 -0.01  -0.05
2 N -0.31 1.69 -0.55  -0.06
3 C -1.52 1.43 0.21  -0.08
4 B 0.50 0.51 -0.64  -0.62
5 O 0.29 -0.54 0.28  0.11
6 C 1.62 0.21 -1.73  -0.46
7 C 2.92 -0.14 -0.92  -0.05
8 B 3.27 0.92 0.21  -0.65
9 O 2.93 0.74 1.53  0.18
10 O 3.94 2.10 -0.12  0.13
11 O 2.00 1.28 -2.60  -0.02
12 C 1.07 1.74 -3.40  -0.64
13 O 0.10 1.20 -3.79  0.06
14 P 1.39 3.46 -4.06  0.79
15 O 1.09 4.54 -3.08  -0.44
16 P 1.25 -1.38 -2.67  0.46
17 S 2.36 -1.50 -4.27  0.16
18 H 0.94 2.63 0.91  0.03
19 H -0.29 3.67 0.22  0.09
20 H 1.10 3.24 -0.77  0.07
21 H -2.05 0.59 -0.22  0.05
22 H -2.19 2.29 0.22  0.09
23 H -1.31 1.16 1.24  0.09
24 H -0.40 -1.11 -0.09  0.08
25 H 3.73 -0.08 -1.65  0.11
26 H 2.89 -1.17 -0.57  0.08
27 H 2.98 -0.21 1.72  0.11
28 H 4.87 1.93 0.01  0.10
29 H 0.63 3.55 -5.24  0.03
30 H 2.75 3.43 -4.48  0.01
31 H -0.12 -1.28 -2.98  0.00
32 H 1.44 -2.42 -1.74  -0.04
33 C 3.65 5.57 2.31  -0.07
34 C 2.62 4.52 2.35  -0.21
35 N 1.81 3.72 2.39  0.16
36 H 3.54 6.17 1.42  0.05
37 H 3.54 6.21 3.18  0.07
38 H 4.63 5.11 2.33  0.07
39 C 0.78 -6.04 -0.61  -0.06
40 C 1.43 -4.78 -0.27  -0.25
41 N 1.94 -3.79 0.01  0.14
42 H -0.30 -5.93 -0.56  0.03
43 H 1.08 -6.34 -1.62  0.09
44 H 1.09 -6.81 0.09  0.06
45 C -1.37 -5.99 2.76  -0.06
46 C -1.83 -5.60 1.43  -0.27
47 N -2.20 -5.29 0.40  0.15
48 H -0.30 -5.80 2.86  0.04
49 H -1.90 -5.41 3.51  0.06
50 H -1.55 -7.05 2.92  0.06
51 C -3.19 1.99 -3.09  -0.06
52 C -4.06 1.16 -2.27  -0.27
53 N -4.71 0.50 -1.60  0.14
54 H -3.20 3.01 -2.74  0.05
55 H -2.17 1.60 -3.05  0.05
56 H -3.54 1.96 -4.12  0.08
57 C 4.57 6.26 -4.57  -0.06
58 C 5.54 6.08 -5.65  -0.28
59 N 6.29 5.95 -6.50  0.13
60 H 4.98 5.86 -3.64  0.06
61 H 4.35 7.31 -4.43  0.09
62 H 3.65 5.73 -4.80  0.05
63 C 6.12 6.86 -0.62  -0.06
64 C 5.40 7.72 0.31  -0.29
65 N 4.83 8.39 1.05  0.15
66 H 5.42 6.44 -1.34  0.06
67 H 6.88 7.44 -1.15  0.09
68 H 6.60 6.05 -0.07  0.08
69 C -6.77 -2.36 -1.62  -0.08
70 C -7.62 -3.22 -0.78  -0.30
71 N -8.27 -3.88 -0.12  0.12
72 H -6.79 -1.34 -1.25  0.07
73 H -5.75 -2.73 -1.61  0.08
74 H -7.14 -2.37 -2.64  0.05
75 C -4.78 -3.17 1.67  -0.07
76 C -3.55 -2.45 1.32  -0.27
77 N -2.60 -1.90 1.04  0.17
78 H -5.64 -2.55 1.43  0.07
79 H -4.83 -4.10 1.11  0.07
80 H -4.78 -3.39 2.74  0.08
81 C -10.18 -1.97 -3.92  -0.06
82 C -8.95 -1.25 -4.27  -0.30
83 N -8.00 -0.70 -4.55  0.14
84 H -11.04 -1.35 -4.16  0.08
85 H -10.23 -2.90 -4.48  0.08
86 H -10.18 -2.18 -2.85  0.08
87 C 4.17 5.58 6.65  -0.08
88 C 5.18 5.53 5.60  -0.28
89 N 5.96 5.51 4.77  0.13
90 H 4.59 6.01 7.56  0.09
91 H 3.33 6.19 6.32  0.02
92 H 3.81 4.58 6.87  0.08
93 C 3.93 -3.75 3.39  -0.06
94 C 2.88 -4.75 3.54  -0.27
95 N 2.06 -5.53 3.66  0.14
96 H 3.81 -3.23 2.44  0.07
97 H 3.87 -3.02 4.20  0.08
98 H 4.90 -4.23 3.41  0.05
99 C 1.72 -10.54 0.70  -0.06
100 C 0.59 -9.65 0.99  -0.27
101 N -0.29 -8.97 1.22  0.15
102 H 1.52 -11.53 1.09  0.08
103 H 1.87 -10.60 -0.37  0.08
104 H 2.62 -10.14 1.17  0.08
105 C -3.87 -7.69 5.64  -0.06
106 C -3.22 -6.42 5.98  -0.29
107 N -2.72 -5.43 6.23  0.13
108 H -4.95 -7.57 5.67  0.08
109 H -3.57 -8.00 4.64  0.07
110 H -3.57 -8.45 6.36  0.08
111 C -2.59 6.25 -3.60  -0.05
112 C -3.76 5.39 -3.82  -0.27
113 N -4.66 4.71 -3.98  0.15
114 H -2.87 7.10 -2.97  0.08
115 H -1.80 5.68 -3.10  0.07
116 H -2.22 6.62 -4.55  0.08
117 C -5.66 4.71 -7.50  -0.07
118 C -5.37 5.29 -8.81  -0.29
119 N -5.14 5.75 -9.83  0.12
120 H -6.71 4.85 -7.26  0.08
121 H -5.44 3.64 -7.51  0.08
122 H -5.05 5.19 -6.73  0.05
123 C 0.29 3.90 5.57  -0.05
124 C 0.85 5.14 6.12  -0.25
125 N 1.29 6.12 6.52  0.13
126 H -0.78 4.01 5.44  0.09
127 H 0.75 3.69 4.60  0.04
128 H 0.49 3.08 6.25  0.08
129 C 7.19 -6.67 4.25  -0.06
130 C 6.70 -6.33 2.91  -0.29
131 N 6.32 -6.07 1.87  0.14
132 H 8.26 -6.46 4.31  0.08
133 H 6.67 -6.08 4.99  0.08
134 H 7.02 -7.73 4.44  0.08